--- P ---
{
  "formula": "C28H34Cl3GeN6O11PSTi",
  "method": "wB97M-V/def2-TZVPD",
  "symbols": ["Ge", "Ti", "Cl", "Cl", "Cl", "S", "P", "O", "O", "O", "O", "O", "O", "O", "O", "O", "O", "O", "N", "N", "N", "N", "N", "N", "C", "C", "C", "C", "C", "C", "C", "C", "C", "C", "C", "C", "C", "C", "C", "C", "C", "C", "C", "C", "C", "C", "C", "C", "C", "C", "C", "C", "H", "H", "H", "H", "H", "H", "H", "H", "H", "H", "H", "H", "H", "H", "H", "H", "H", "H", "H", "H", "H", "H", "H", "H", "H", "H", "H", "H", "H", "H", "H", "H", "H", "H"],
  "xyz": [[2.23, 4.90, 0.66], [-0.24, 0.76, -0.07], [4.13, 3.57, 0.62], [3.33, 6.89, 0.82], [1.90, 5.04, -1.69], [-1.17, 3.00, 0.39], [-3.39, -0.42, 0.17], [-4.21, -2.97, 5.45], [0.40, 0.87, 1.62], [1.68, -0.73, 2.53], [-1.33, -6.78, -0.27], [5.71, 2.95, -3.65], [-0.98, 1.31, -1.85], [-1.94, -0.09, 0.46], [-1.12, -1.92, -2.01], [-0.08, -6.85, 1.67], [-5.17, -1.09, 4.83], [0.29, -0.97, -0.57], [4.52, -0.20, 1.31], [3.49, 1.94, -2.30], [-4.15, -1.82, 4.96], [1.51, 1.57, -0.90], [-1.14, 2.58, -2.20], [3.64, -0.59, 0.24], [0.61, -0.14, 2.53], [-0.38, -2.00, -1.04], [4.45, 3.56, -3.83], [-0.61, -1.71, 3.99], [-1.77, -2.16, 4.56], [-2.93, -1.34, 4.53], [0.54, -3.32, 0.88], [-1.67, 0.39, 3.41], [5.85, 2.53, -2.30], [4.84, 1.45, -1.96], [-1.55, 4.83, -1.64], [3.33, 2.55, -3.62], [0.65, -4.50, 1.62], [-3.72, -2.08, 0.75], [-0.88, -4.41, -0.78], [-0.21, -3.27, -0.29], [-4.48, 0.69, 1.04], [-1.31, 3.51, -1.23], [2.45, 1.74, -1.56], [-0.01, -5.60, 1.13], [-1.36, 4.16, -3.93], [-2.83, -0.02, 4.01], [-1.58, 5.15, -2.97], [-0.77, -7.65, 0.71], [-0.76, -5.55, -0.04], [-1.14, 2.88, -3.51], [-3.78, -0.32, -1.57], [-0.54, -0.46, 3.34], [-4.24, 1.72, 0.75], [-4.82, -0.62, -1.73], [4.86, 1.17, -0.92], [1.04, -2.43, 1.23], [-4.32, 0.57, 2.12], [-1.67, 5.58, -0.88], [6.85, 2.13, -2.19], [-5.52, 0.47, 0.80], [-1.58, -8.19, 1.21], [-1.35, 4.38, -4.99], [-1.62, 1.38, 2.98], [-1.73, 6.18, -3.28], [-3.64, 0.71, -1.90], [4.42, 3.93, -4.86], [4.32, 4.40, -3.14], [1.21, -4.54, 2.53], [4.07, -0.43, 2.20], [-3.11, -2.78, 0.17], [2.37, 3.05, -3.66], [0.27, -2.34, 3.98], [4.57, 0.81, 1.29], [-1.46, -4.36, -1.69], [3.83, -1.56, 0.03], [3.38, 1.77, -4.39], [5.72, 3.38, -1.63], [-3.69, 0.62, 4.09], [-4.78, -2.33, 0.64], [5.03, 0.56, -2.57], [-3.44, -2.14, 1.80], [-0.96, 2.03, -4.15], [2.68, -0.54, 0.59], [-3.10, -0.96, -2.12], [-1.85, -3.14, 5.01], [-0.07, -8.34, 0.24]],
  "mulliken_charge": [0.431, -0.246, -0.433, -0.481, -0.451, -0.482, 1.328, -0.756, -0.351, -0.703, -0.520, -0.422, -0.374, -0.014, -0.726, -0.508, -0.753, 0.060, -0.751, 0.501, 0.952, 0.356, 0.516, -0.082, 0.215, 0.111, -0.647, -0.598, -0.568, -0.392, -0.347, -0.199, -0.702, -0.080, -0.832, -0.326, -1.311, -0.725, -1.231, 0.203, -0.804, 0.616, -0.031, 1.084, -0.696, -0.336, -0.186, -0.235, 1.024, -0.525, -1.171, 0.159, 0.287, 0.534, -0.075, 0.673, 0.018, 0.469, 0.356, 0.482, 0.242, 0.432, 0.495, 0.382, 0.205, 0.354, 0.302, 0.462, 0.342, 0.138, 0.192, 0.505, 0.266, 0.498, 0.236, 0.303, 0.320, 0.685, 0.485, 0.305, 0.065, 0.534, 0.010, 0.215, 0.466, 0.255],
  "mol_weight_da": 920.5,
  "e_homo_ev": [-3.115, -5.704],
  "orbital_gap_ev": [4.249, 6.844],
  "charge": -1,
  "spin_multiplicity": 2
}



--- Q ---
{
  "formula": "C28H34Cl3GeN6O11PSTi",
  "method": "wB97M-V/def2-TZVPD",
  "symbols": ["Ge", "Ti", "Cl", "Cl", "Cl", "S", "P", "O", "O", "O", "O", "O", "O", "O", "O", "O", "O", "O", "N", "N", "N", "N", "N", "N", "C", "C", "C", "C", "C", "C", "C", "C", "C", "C", "C", "C", "C", "C", "C", "C", "C", "C", "C", "C", "C", "C", "C", "C", "C", "C", "C", "C", "H", "H", "H", "H", "H", "H", "H", "H", "H", "H", "H", "H", "H", "H", "H", "H", "H", "H", "H", "H", "H", "H", "H", "H", "H", "H", "H", "H", "H", "H", "H", "H", "H", "H"],
  "xyz": [[0.32, -2.30, -1.39], [-0.72, -0.22, 0.82], [2.15, -3.76, -1.14], [0.92, -1.43, -3.40], [-1.17, -3.82, -2.17], [-1.74, 3.20, -0.94], [-2.95, 1.73, 2.15], [-1.79, -1.83, 0.84], [2.33, 1.74, 2.17], [-1.30, -0.71, 2.65], [4.69, 4.86, -1.21], [-5.88, -6.02, 4.56], [0.53, 1.08, 1.06], [-1.13, 0.17, -1.01], [-5.22, -5.04, 6.38], [3.85, 4.32, -3.29], [6.29, -1.27, -4.34], [-2.57, 0.80, 1.00], [-2.26, 0.62, -1.60], [0.74, -2.87, 1.93], [0.98, -1.49, 1.60], [4.50, -0.76, -2.28], [-5.20, -5.17, 5.15], [2.66, -0.56, -0.65], [3.70, 3.91, -1.09], [4.76, 5.18, -2.59], [5.40, -1.90, -2.17], [-1.96, -1.74, 2.14], [-3.58, -3.35, 5.05], [-3.68, 2.20, -2.57], [5.35, -0.22, -4.47], [-1.58, 2.71, 2.76], [-4.36, -4.32, 4.39], [-3.67, 0.92, 3.57], [1.71, 1.72, 1.13], [-4.17, 2.88, 1.57], [2.20, 2.38, -0.11], [-3.00, -0.38, -2.14], [5.74, -2.35, -3.58], [3.20, 3.59, -2.33], [-4.06, -0.13, -2.94], [4.95, 0.35, -3.12], [3.54, -0.59, -1.39], [-2.79, -2.52, 4.31], [1.71, 2.05, -1.36], [-2.56, 1.96, -1.72], [2.21, 2.66, -2.51], [-2.74, -2.62, 2.89], [-4.39, 1.22, -3.18], [3.22, 3.33, 0.05], [-3.52, -3.63, 2.25], [-4.31, -4.46, 2.99], [-0.76, 2.06, 3.06], [4.45, -0.58, -4.99], [1.54, -3.40, 1.60], [-5.21, 1.47, -3.84], [-1.24, 3.35, 1.95], [-3.94, 3.25, -2.71], [-3.47, -3.73, 1.18], [4.46, 6.22, -2.75], [3.61, 3.56, 1.03], [-3.73, 3.46, 0.76], [1.25, -1.01, 2.45], [-2.16, -1.78, 4.81], [5.81, 0.85, -2.65], [-4.91, -5.23, 2.52], [1.83, 2.41, -3.49], [4.14, 1.06, -3.23], [6.50, -3.13, -3.55], [-3.61, -3.29, 6.13], [-0.05, -3.18, 1.38], [-4.42, 0.21, 3.24], [-4.62, -0.95, -3.37], [5.82, 0.55, -5.07], [-2.67, -1.38, -1.87], [-4.13, 1.68, 4.21], [-5.02, 2.32, 1.17], [-2.90, 0.38, 4.12], [0.95, 1.29, -1.45], [1.73, -1.38, 0.92], [5.77, 5.01, -2.96], [-4.51, 3.54, 2.37], [-1.91, 3.30, 3.61], [4.90, -2.69, -1.62], [4.84, -2.73, -4.07], [6.32, -1.60, -1.65]],
  "mulliken_charge": [0.860, 1.035, -0.514, -0.463, -0.465, -0.408, 1.219, -0.302, -0.707, -0.647, -0.538, -0.688, 0.327, -0.054, -0.691, -0.545, -0.390, -0.535, 0.266, -0.771, -0.295, 0.401, 0.948, -0.463, 1.128, -0.349, -0.465, 1.650, -0.630, -0.940, -0.812, -1.167, -0.208, -1.250, -0.318, -1.074, 0.324, -0.404, -0.608, 1.365, -1.098, 0.035, -0.257, -0.494, -0.471, 0.670, -1.747, 0.171, -0.060, -1.603, -0.719, -0.475, 0.220, 0.367, 0.375, 0.364, 0.207, 0.431, 0.580, 0.271, 0.517, 0.245, 0.405, 0.397, 0.213, 0.480, 0.405, -0.067, 0.349, 0.470, 0.106, 0.328, 0.466, 0.353, 0.407, 0.503, 0.339, 0.179, 1.037, 0.058, 0.280, 0.430, 0.561, 0.352, 0.324, 0.273],
  "mol_weight_da": 920.5,
  "e_homo_ev": [-3.468, -5.596],
  "orbital_gap_ev": [5.093, 7.223],
  "charge": -1,
  "spin_multiplicity": 2
}



Q: Which of them is the most stable? A: P.



--- P ---
{
  "formula": "C5H17N2O",
  "method": "wB97M-V/def2-TZVPD",
  "symbols": ["O", "N", "N", "C", "C", "C", "C", "C", "H", "H", "H", "H", "H", "H", "H", "H", "H", "H", "H", "H", "H", "H", "H", "H", "H"],
  "xyz": [[-5.98, -3.49, 1.09], [-0.97, -0.40, 0.65], [0.29, 2.13, 0.80], [1.98, -0.04, -1.77], [1.82, 0.71, -0.47], [-0.84, 0.44, -0.53], [2.23, -0.10, 0.75], [0.39, 1.32, -0.50], [-1.91, -0.79, 0.57], [1.09, 2.73, 0.96], [1.58, -0.72, 1.39], [-0.92, -0.10, -1.51], [2.95, 0.37, 1.42], [-0.29, -1.10, 0.87], [1.11, 0.12, -2.43], [0.45, 1.94, -1.42], [-1.69, 1.17, -0.59], [2.03, -1.10, -1.46], [0.16, 1.40, 1.53], [2.91, -0.01, -2.32], [-5.51, -3.66, 0.27], [2.77, -1.03, 0.49], [-5.59, -4.18, 1.64], [2.49, 1.66, -0.33], [-0.54, 2.72, 0.91]],
  "mulliken_charge": [-0.636, -0.469, -0.227, -1.501, 0.876, -0.587, -1.537, -0.735, 0.267, 0.357, 0.282, 0.372, 0.372, 0.132, 0.350, 0.357, 0.404, 0.339, 0.431, 0.375, 0.313, 0.429, 0.323, 0.346, 0.367],
  "mol_weight_da": 121.2,
  "e_homo_ev": -13.510,
  "orbital_gap_ev": 10.254,
  "charge": 1
}



--- Q ---
{
  "formula": "C5H17N2O",
  "method": "wB97M-V/def2-TZVPD",
  "symbols": ["O", "N", "N", "C", "C", "C", "C", "C", "H", "H", "H", "H", "H", "H", "H", "H", "H", "H", "H", "H", "H", "H", "H", "H", "H"],
  "xyz": [[0.99, 3.10, -0.10], [-1.79, -0.19, -0.82], [-0.01, -1.21, 0.88], [-0.39, 0.44, -0.80], [-0.13, -0.38, 2.08], [-0.17, 1.14, -2.13], [0.73, -2.42, 1.24], [0.57, -0.64, -0.34], [0.23, -3.06, 1.96], [-0.78, 0.46, 1.87], [1.69, 3.53, -0.62], [-2.21, -0.32, -1.74], [1.54, -0.18, -0.16], [-1.76, -1.05, -0.31], [-0.48, 1.14, 0.02], [0.66, -1.43, -1.06], [1.76, -2.32, 1.59], [1.51, 2.93, 0.70], [0.12, 2.15, -2.03], [-1.16, 1.30, -2.58], [-2.43, 0.48, -0.40], [0.34, 0.59, -2.91], [0.87, -3.01, 0.33], [0.82, -0.04, 2.46], [-0.52, -1.00, 2.88]],
  "mulliken_charge": [-0.618, -0.204, -0.066, 0.243, -1.031, -1.414, -1.049, -0.833, 0.321, 0.309, 0.324, 0.361, 0.373, 0.360, 0.307, 0.517, 0.372, 0.299, 0.300, 0.361, 0.336, 0.386, 0.341, 0.355, 0.349],
  "mol_weight_da": 121.2,
  "e_homo_ev": -12.885,
  "orbital_gap_ev": 9.825,
  "charge": 1
}



Q: Which of them is the most stable? A: Q.



--- P ---
{
  "formula": "C5H17N2O",
  "method": "wB97M-V/def2-TZVPD",
  "symbols": ["O", "N", "N", "C", "C", "C", "C", "C", "H", "H", "H", "H", "H", "H", "H", "H", "H", "H", "H", "H", "H", "H", "H", "H", "H"],
  "xyz": [[1.00, 2.84, -2.74], [2.73, -0.08, 3.29], [-2.53, -1.28, 0.04], [-1.20, -1.07, 0.76], [-0.16, -0.14, 0.37], [-3.20, 0.19, 0.11], [0.69, -0.03, -0.87], [1.79, -1.20, -0.94], [-2.32, -1.60, -0.95], [3.56, 0.68, 3.10], [-3.85, 0.18, -0.72], [-0.20, 0.73, 1.05], [-1.58, -0.87, 1.84], [-2.46, 0.96, 0.19], [2.20, -1.00, 0.00], [1.30, -2.13, -1.01], [2.03, 0.02, 2.55], [0.00, -0.20, -1.70], [1.65, 2.72, -2.03], [3.17, -1.03, 3.25], [1.15, 0.94, -0.95], [-0.74, -2.03, 0.64], [0.35, 3.56, -2.46], [-3.87, 0.25, 1.01], [2.60, -0.95, -1.65]],
  "mulliken_charge": [-0.645, -0.647, -0.356, -0.941, 0.150, -0.729, -0.178, -1.011, 0.334, 0.277, 0.353, 0.544, 0.357, 0.282, 0.301, 0.384, 0.111, 0.387, 0.345, 0.271, 0.025, 0.402, 0.339, 0.294, 0.349],
  "mol_weight_da": 121.2,
  "e_homo_ev": -13.160,
  "orbital_gap_ev": 5.937,
  "charge": 1
}



--- Q ---
{
  "formula": "C5H17N2O",
  "method": "wB97M-V/def2-TZVPD",
  "symbols": ["O", "N", "N", "C", "C", "C", "C", "C", "H", "H", "H", "H", "H", "H", "H", "H", "H", "H", "H", "H", "H", "H", "H", "H", "H"],
  "xyz": [[2.78, -2.73, -2.64], [-0.19, -0.32, 1.60], [0.89, 2.04, 0.33], [-1.34, 1.42, -0.67], [-1.31, -0.13, -0.64], [-0.78, -1.34, 2.49], [-0.04, 2.16, -0.84], [-0.20, -0.75, 0.18], [0.73, -0.45, -0.30], [-0.25, -1.83, 0.23], [1.07, 2.95, 0.75], [0.47, 1.81, -1.74], [0.76, -0.24, 1.93], [-2.05, 1.72, -1.42], [-1.81, 1.67, 0.28], [0.47, 1.44, 1.06], [-0.84, -0.94, 3.49], [2.07, -3.32, -2.91], [-1.77, -1.58, 2.14], [-2.31, -0.44, -0.32], [-0.27, 3.16, -1.08], [3.63, -3.15, -2.83], [-1.30, -0.50, -1.67], [1.75, 1.55, 0.06], [-0.15, -2.21, 2.51]],
  "mulliken_charge": [-0.641, -0.524, -0.178, -0.664, -0.519, -1.033, -0.780, -0.814, 0.333, 0.479, 0.399, 0.314, 0.297, 0.432, 0.329, 0.375, 0.362, 0.323, 0.321, 0.301, 0.438, 0.323, 0.383, 0.376, 0.367],
  "mol_weight_da": 121.2,
  "e_homo_ev": -13.198,
  "orbital_gap_ev": 9.942,
  "charge": 1
}



Q: Which of them is the most stable? A: Q.